10
Properties=species:S:1:pos:R:3 method="wB97M-V/def2-TZVPD" relative_energy_kj_mol=128.83 homo_ev=-10.610 smiles="CS(N)(=O)=O" gap_ev=11.34 e_tot_ev=-17537.6082 largest_force_ev_per_a=3.07 lumo_energy_ev=0.734
S -0.2617 -0.0547 0.6131
O -1.6912 0.0335 0.6680
O 0.4768 -0.1135 1.8331
N 0.1527 -1.6145 -0.2936
C 0.3687 1.2732 -0.4223
H 0.7083 0.8699 -1.3642
H -0.4586 1.9564 -0.5609
H -0.5825 -1.7355 -0.9829
H 0.1103 -2.3576 0.3886
H 1.1774 1.7427 0.1211

13
Properties=species:S:1:pos:R:3 method="wB97M-V/def2-TZVPD" multiplicity=2 s2=0.754 relative_energy_kj_mol=58.03 homo_ev="-4.976 / -9.264" gap_ev="5.75 / 10.03" e_tot_ev=-5197.6982 largest_force_ev_per_a=2.73 lumo_energy_ev="0.777 / 0.761"
N -0.4658 0.0248 0.3885
N 1.2858 0.7368 -1.6451
C 0.0306 -0.3877 1.7227
C -1.7314 -0.2677 -0.0215
H 1.0587 1.5687 -2.1666
H 0.9685 -0.8959 1.4910
H -1.8263 -0.2230 -1.0924
H 2.2057 0.6687 -1.2135
H -2.4087 -0.7030 0.7422
H 0.2567 0.2355 -0.4159
H 1.2859 -0.0857 -2.2243
H -0.0495 0.4891 2.3434
H -0.6101 -1.1606 2.0914

80
Properties=species:S:1:pos:R:3 method="wB97M-V/def2-TZVPD" charge=+2 multiplicity=6 s2=8.770 relative_energy_kj_mol=0.00 homo_ev="-13.905 / -13.890" gap_ev="7.71 / 9.10" e_tot_ev=-66926.0331 largest_force_ev_per_a=0.47 lumo_energy_ev="-6.190 / -4.790"
Sm 0.0023 0.4453 0.2287
I 2.7048 2.1716 -1.0170
P 2.3807 -0.9814 1.7510
N 0.6862 2.4579 1.8126
N -1.0681 2.3887 -1.1535
N -0.8707 0.1070 2.7296
N -2.6138 0.1971 0.0290
C -2.0367 -0.7419 3.0727
C 0.9208 -1.6246 -4.6724
C 3.8259 -1.3508 0.7082
C 2.1288 -2.5662 2.6285
C -0.1388 -0.8093 -5.4015
C 0.4612 3.8788 1.4117
C -0.8018 3.8208 -0.8092
C 0.5346 -2.0096 -3.2611
C -2.5087 2.1444 -1.4084
C -3.1995 1.5315 -0.1963
C -3.4274 -0.6652 0.9211
C 0.2953 2.2061 3.2194
C -0.1828 -2.9397 -0.6725
C -0.8404 4.1562 0.6766
C 1.7636 0.2699 -1.4175
C -1.0532 -2.1609 -1.4371
C -1.0141 1.4556 3.3147
C 3.1732 0.0158 3.0671
C -0.7019 -1.6983 -2.7036
C 1.0638 -3.2292 -1.2271
C -3.3342 -0.3324 2.3986
C 1.4055 -2.7805 -2.4885
C 2.2649 -0.8982 -4.7235
C -0.6391 -3.5667 0.6128
H 1.6941 2.3303 1.7497
H -1.5247 4.4417 -1.3454
H -4.1360 -0.8817 2.8976
H 4.2329 -0.4238 0.3016
H -0.5767 2.2340 -2.0333
H -1.6575 -3.9430 0.5159
H 0.5220 4.5043 2.3056
H -2.6534 -0.2559 -0.8827
H 3.0511 -1.4265 -4.1887
H -1.3302 1.3894 4.3631
H 1.4770 0.3237 -2.4721
H 4.6063 -1.8451 1.2901
H -0.6229 -2.8687 1.4548
H -0.3309 0.1398 -4.8927
H 2.5667 -0.4558 -1.3484
H 1.2886 -2.5079 3.3218
H -3.0573 2.1459 0.6941
H -1.8000 1.9884 2.7766
H -3.1003 -1.6959 0.7650
H 3.4196 1.0170 2.7139
H -1.4349 -1.1534 -3.2830
H 2.3603 -3.0732 -2.9015
H 1.0762 1.6137 3.7002
H -2.0774 -2.0570 -1.0977
H -1.6958 3.7066 1.1818
H 2.1901 0.1079 -4.3066
H 4.1006 -0.4591 3.3921
H 0.2045 -0.5665 -6.4051
H -2.5989 1.4474 -2.2494
H 0.1856 4.0736 -1.1980
H -1.7962 -1.7721 2.7992
H 0.2350 3.1433 3.7782
H 3.5392 -2.0019 -0.1168
H -3.0066 3.0654 -1.7207
H -4.2790 1.4621 -0.3722
H 2.5281 0.0928 3.9430
H -1.0826 -1.3441 -5.5005
H -0.0050 -4.4082 0.8840
H -2.1801 -0.7276 4.1592
H 1.9242 -3.3614 1.9138
H -1.0098 5.2340 0.7452
H -4.4758 -0.6128 0.6063
H 1.2891 4.1748 0.7663
H -3.5693 0.7167 2.5808
H 3.0206 -2.8349 3.1963
H 1.7520 -3.8732 -0.6931
H 1.0373 -2.5758 -5.2076
H -0.0669 -0.3236 3.1845
H 2.5868 -0.7956 -5.7582

59
Properties=species:S:1:pos:R:3 method="wB97M-V/def2-TZVPD" relative_energy_kj_mol=0.00 homo_ev=-8.206 smiles="COc1ccc(OCCC(=O)OCC(=O)Nc2cccc(S(=O)(=O)N3CCOCC3)c2)cc1" gap_ev=8.68 e_tot_ev=-53431.1449 largest_force_ev_per_a=0.98 lumo_energy_ev=0.470
S 3.8508 -1.3242 0.3840
O -4.5488 -0.4795 -1.7852
O 4.0668 -1.5890 1.7753
O 3.9058 3.0709 -0.2286
O 0.3897 1.8971 -1.1033
O -3.7829 -0.5839 1.5433
O -0.4884 0.6273 2.0665
O -5.2051 1.1475 1.7229
O 4.7397 -1.9067 -0.5785
N 3.9283 0.3161 0.1839
N -1.2992 -1.2252 0.9981
C -5.7927 -0.7171 0.3213
C -0.8721 1.4093 -1.2337
C -4.9268 0.0706 1.2715
C 0.7154 -3.1454 -1.3928
C -2.0087 1.9781 -0.6756
C -2.2452 -0.3377 -2.1595
C 4.3627 2.2021 -1.2421
C 3.6843 0.8321 -1.1422
C -3.3832 0.2158 -1.5693
C -5.7281 -0.1339 -1.1084
C 1.1174 -1.3236 0.6707
C -3.2548 1.3935 -0.8506
C 2.1791 -1.8270 -0.0517
C 4.1516 2.5393 1.0565
C -0.1743 -1.7166 0.3334
C -2.8061 0.0985 2.3206
C -1.0119 0.2501 -2.0007
C -0.3635 -2.6499 -0.6857
C -1.3934 -0.1191 1.7730
C 3.4511 1.1893 1.2304
C 1.9995 -2.7200 -1.0884
C 0.5752 3.0564 -0.3154
H -2.1770 -1.6711 0.7612
H -2.3575 -1.2327 -2.7504
H 1.2895 -0.6491 1.4904
H -4.1084 1.8874 -0.4150
H 0.0180 3.9050 -0.7236
H 4.1209 0.1302 -1.8524
H 0.5557 -3.8627 -2.1831
H -0.1335 -0.1776 -2.4574
H 5.2329 2.4099 1.2039
H 3.7088 0.7301 2.1840
H -6.8243 -0.6520 0.6664
H -1.9486 2.8841 -0.0950
H -2.8362 -0.2813 3.3489
H -3.0300 1.1698 2.3445
H 3.7672 3.2724 1.7673
H 1.6419 3.2752 -0.3530
H -1.3646 -2.9779 -0.9239
H 4.1217 2.6871 -2.1892
H -5.4692 -1.7573 0.2974
H 2.3647 1.3352 1.1642
H 2.6063 0.9398 -1.3322
H 5.4509 2.0728 -1.1568
H 0.2684 2.8756 0.7194
H -5.8883 0.9491 -1.0788
H 2.8652 -3.0767 -1.6221
H -6.5265 -0.5884 -1.7017

9
Properties=species:S:1:pos:R:3 method="wB97M-V/def2-TZVPD" relative_energy_kj_mol=283.02 homo_ev=-9.978 smiles=CN(N)F gap_ev=11.04 e_tot_ev=-6812.4926 largest_force_ev_per_a=2.74 lumo_energy_ev=1.058
F -1.7409 -0.6669 -0.1364
N -0.4250 1.1746 -0.0984
N -0.5805 0.0526 0.6030
C 0.6901 -0.8550 0.1905
H 0.0659 1.1369 -1.0105
H 1.4028 -0.6354 1.1031
H 1.0860 -0.3097 -0.6902
H 0.4379 -1.8947 -0.1227
H -0.9364 1.9976 0.1616

13
Properties=species:S:1:pos:R:3 method="wB97M-V/def2-TZVPD" relative_energy_kj_mol=271.53 homo_ev=-9.950 smiles="C=C1OC1=O.NC=O" gap_ev=9.91 e_tot_ev=-11859.1868 largest_force_ev_per_a=2.49 lumo_energy_ev=-0.042
O 2.3576 -0.1773 1.7389
O -0.4924 -1.1058 -1.3340
O -0.2406 1.2490 -1.0961
N 2.0428 -1.5922 -0.0198
C -0.6905 -0.0196 -0.8981
C -1.4858 1.0380 -0.4273
C -2.4129 1.7856 0.1140
C 1.6823 -0.9056 1.0703
H -2.2938 2.8544 0.2006
H -3.3320 1.3440 0.4543
H 2.9861 -1.4721 -0.3686
H 0.5436 -0.9872 1.1891
H 1.3356 -2.0111 -0.6233

26
Properties=species:S:1:pos:R:3 method="wB97M-V/def2-TZVPD" charge=+1 relative_energy_kj_mol=180.40 homo_ev=-12.646 gap_ev=9.24 e_tot_ev=-36085.3336 largest_force_ev_per_a=3.51 lumo_energy_ev=-3.402
Cl 1.5836 -1.4937 1.3661
Cl 0.5330 2.2672 -0.8460
N -2.2363 -1.2973 -1.0944
C 1.5128 -0.2014 0.1938
C -2.8753 0.9669 0.0971
C 2.4543 -0.3415 -1.0158
C 3.9731 -0.2818 -0.5607
C -1.5328 -1.0664 0.2675
C -1.8823 0.0934 0.7819
C -1.1442 0.6733 2.0002
C 0.7566 0.8790 0.3197
C 0.0881 1.0527 1.6396
H 3.8733 0.6843 -0.0373
H -2.9756 1.8653 0.6227
H -2.5605 1.2255 -0.8554
H 2.3669 0.5005 -1.7586
H -1.7391 0.8145 2.8716
H -3.9088 0.4499 0.1326
H 4.1229 -1.0422 0.1536
H -2.4841 -2.2399 -1.3246
H -1.5636 -0.8792 -1.6628
H 0.7818 1.5694 2.3297
H 2.0517 -1.2193 -1.5747
H -3.0842 -0.6985 -1.2921
H 4.8227 -0.3773 -1.3243
H -0.9341 -1.9035 0.5705

139
Properties=species:S:1:pos:R:3 method="wB97M-V/def2-TZVPD" charge=-1 homo_ev=-4.135 gap_ev=6.36 e_tot_ev=-67446.7608 largest_force_ev_per_a=2.06 lumo_energy_ev=2.225
Ta 1.4366 -0.8907 0.1518
P 0.4766 -2.2041 2.1581
O 2.0819 -3.6265 -4.6280
O -0.0568 -3.7396 -3.9777
O 2.8393 -5.5412 2.3919
O -3.8505 -3.6667 1.6965
O 2.9897 -3.8458 0.9423
N -3.0693 6.8505 -6.3369
N -3.8440 4.0815 0.1357
N 3.8689 -4.5676 6.4891
C 4.5481 -5.7561 0.7353
C 4.0588 -7.1300 0.2881
C -6.2343 4.3303 0.7247
C -4.4255 2.2589 -1.5673
C 1.0243 -3.1955 -3.8573
C 1.3418 -2.0906 -2.8770
C 3.4662 2.4352 -0.1160
C -1.3756 6.3384 -8.1866
C -4.2392 -1.3147 1.0868
C 6.2818 -4.5903 5.6320
C 4.8991 -3.9283 5.6934
C -0.9444 7.3863 -5.0111
C -2.3543 6.7876 -5.0737
C 3.4114 -5.0271 1.4284
C 1.8122 -2.2828 3.4695
C -2.3138 -1.9413 -0.4576
C -5.0467 4.8612 -0.0649
C 4.0002 -4.4504 7.9274
C -2.6359 4.7321 -0.3367
C -3.9551 2.6637 -0.1652
C 3.4860 -5.8764 5.9960
C -4.4672 -2.4605 2.0868
C -2.6145 5.9417 -7.3737
C -1.6149 -0.7270 -1.0933
C -2.8282 -4.1433 2.5495
C -4.3900 8.2523 -7.8936
C -0.8540 -1.2748 3.0693
C -3.3620 8.2003 -6.7726
C -3.8409 -1.7937 -0.3079
C 1.8762 3.1523 -1.9813
C 2.1729 2.1126 -0.8716
C 2.1794 -6.3778 6.5917
C 2.1768 0.6566 -1.4191
C 4.9710 -5.3997 8.6435
C 1.1427 -2.5565 -1.4192
C -2.5007 5.0039 -1.8392
C -0.6353 0.0304 -0.1663
C 3.9961 -2.9657 0.3937
C 3.6232 -1.5075 0.5695
H 6.2146 -5.6525 5.3934
H -4.8399 5.8807 0.2736
H -4.2841 -2.7606 -0.5268
H 2.2915 -3.2526 3.4680
H -4.2316 -1.1102 -1.0588
H -1.8487 -3.8395 2.1808
H -1.1591 -1.0407 -2.0288
H 1.5180 0.6684 -2.2873
H -2.9538 -3.8070 3.5773
H 4.1432 -3.1757 -0.6663
H -2.5521 5.6882 0.1920
H -6.5788 3.3668 0.3474
H 4.9462 -5.1916 -0.1006
H -4.6375 2.2122 0.5610
H -7.0700 5.0285 0.6510
H 0.8285 3.4416 -1.9286
H -0.7570 -0.1968 2.9872
H -1.2879 5.6865 -9.0582
H -5.1766 -0.7623 1.0079
H 4.8282 -6.4368 8.3371
H 1.3613 2.1734 -0.1548
H 2.2719 -6.6118 7.6546
H 0.1438 -2.9901 -1.3709
H 4.2692 -6.6364 6.1580
H -5.5402 -2.6434 2.1576
H -2.4043 -0.0262 -1.3798
H -1.8482 -1.5872 2.7732
H 2.0457 2.6977 -2.9534
H -5.2866 7.6946 -7.6210
H -2.9710 7.2940 -4.3241
H -2.8603 -5.2297 2.5556
H -4.0002 7.8441 -8.8270
H 3.2048 0.4195 -1.7002
H -0.4628 1.0066 -0.6335
H -0.9095 8.3963 -5.4220
H 6.8782 -4.1164 4.8490
H 4.5132 -3.8487 4.6721
H -1.7770 4.1431 -0.0051
H 6.0129 -5.1329 8.4712
H 2.3798 -1.7846 -3.0125
H 4.8001 -5.3525 9.7218
H 5.0120 -2.8971 6.0395
H 2.7516 -2.9425 -4.5992
H -2.4607 8.7501 -7.0892
H -2.3104 5.7450 -4.7508
H -5.3233 2.8002 -1.8735
H 3.3518 -5.7975 4.9160
H 4.2707 -3.4175 8.1606
H -2.3198 4.0892 -2.4027
H -1.6464 5.6623 -2.0160
H 2.5198 -1.4766 3.3109
H 3.0088 -4.5876 8.3691
H 2.4798 4.0519 -1.8838
H -2.4468 4.9643 -6.9164
H -1.4371 7.3642 -8.5534
H 3.2362 -7.0547 -0.4133
H -4.6683 1.1946 -1.5740
H -3.3836 5.4969 -2.2494
H 5.3360 -5.8787 1.4737
H 1.8275 -3.3981 -1.2883
H 3.7128 -7.6678 1.1654
H -3.6567 2.4146 -2.3226
H 0.7033 -1.2495 -3.1310
H -0.2154 6.7720 -5.5375
H -3.4412 5.7860 -8.0727
H -1.8984 -2.1804 0.5168
H 6.8327 -4.4792 6.5660
H 1.8696 -7.2902 6.0811
H 3.9793 1.5390 0.2152
H 1.3651 -2.1145 4.4468
H 4.8809 -7.6986 -0.1343
H -4.1405 -2.1391 3.0757
H -5.9768 4.2158 1.7783
H -3.7664 8.7429 -5.9139
H -5.3316 4.9399 -1.1272
H -3.4970 -0.6050 1.4449
H -2.1261 -2.8145 -1.0794
H 1.7472 0.4850 1.3790
H -0.6198 7.4455 -3.9703
H 4.1307 3.0307 -0.7403
H -2.9885 2.1985 0.0353
H 3.2450 3.0277 0.7692
H 3.9777 -1.1548 1.5367
H 4.9464 -3.1815 0.8857
H -1.1702 0.2566 0.7580
H -4.6771 9.2874 -8.0846
H -0.7603 -1.5325 4.1240
H 4.2197 -0.9625 -0.1643
H 1.3909 -5.6350 6.4672
H -0.4552 6.2349 -7.6146

84
Properties=species:S:1:pos:R:3 method="wB97M-V/def2-TZVPD" charge=+2 multiplicity=6 s2=8.823 homo_ev="-13.427 / -13.577" gap_ev="6.59 / 6.09" e_tot_ev=-155814.9674 largest_force_ev_per_a=4.16 lumo_energy_ev="-6.836 / -7.483"
Br 1.2392 2.7593 -3.0338
Mn 0.5218 0.7359 -1.1302
P -0.2489 -1.7569 -0.8621
P 3.2534 0.4021 -1.9765
N -5.3081 -1.4749 3.4794
N 1.0868 0.3907 1.1231
C -4.6649 0.9090 2.1656
C 2.0234 -0.7397 5.1912
C -5.4721 -0.0757 1.5611
C 3.8995 2.0411 -1.3254
C 0.0948 0.1318 2.0149
C -4.5954 -0.5337 4.1159
C -0.1436 -2.5002 -2.5436
C -4.2303 2.0478 1.4038
C 0.6628 -3.0033 0.1428
C 2.3643 0.3356 1.5844
C -5.7902 -1.2431 2.2583
C -1.5994 1.6609 -2.5970
C -2.8542 1.7363 -2.0236
C -2.0293 -1.9274 -0.3483
C -1.1358 -1.8826 -3.5268
C 4.7294 2.9273 -2.2407
C 1.6591 -0.3541 3.7828
C 4.6718 -0.7242 -1.7383
C -1.9829 3.0839 -0.1839
C 0.3518 -0.3055 3.3128
C 6.0400 -0.1130 -2.0259
C 2.9226 0.2274 -3.7940
C -4.2435 0.6842 3.5045
C -0.5190 2.2518 -1.8925
C 2.6755 -0.0256 2.8872
C -3.0405 2.3176 -0.7371
C 4.0223 0.6341 -4.7537
C -4.2048 1.9704 0.0307
C -2.2949 -2.4560 1.0615
C 2.1770 -3.0964 -0.0769
C -0.6970 3.0061 -0.6963
H 2.7173 -2.3368 0.5041
H -3.8289 2.8989 1.9314
H -3.7440 1.3377 -2.5095
H 2.6813 0.0207 5.6354
H 6.7926 -0.9049 -1.9611
H 3.0255 2.6062 -0.9768
H 4.6095 -1.0829 -0.7007
H 3.7166 -0.0652 3.1952
H -0.9213 -0.8214 -3.7075
H 0.2022 -3.9802 -0.0721
H 0.1326 3.5821 -0.2669
H -2.1713 -1.9505 -3.1723
H -2.4472 -0.9101 -0.4363
H 6.3134 0.6571 -1.2951
H -3.3373 -2.7902 1.1502
H 3.5755 0.8489 -5.7371
H -4.2642 -0.7743 5.1345
H 4.4868 -1.5911 -2.3873
H 2.4723 -2.9903 -1.1294
H 3.1650 0.6166 0.9043
H 2.5703 -1.6955 5.2244
H 0.4736 -2.7640 1.1976
H -0.2912 -3.5863 -2.4363
H -2.5547 -2.5554 -1.0851
H -6.4261 -1.9837 1.7567
H -1.6562 -3.3124 1.3149
H -5.8603 0.0326 0.5440
H -5.0074 1.4731 -0.5074
H -2.1482 -1.6802 1.8251
H 4.4721 1.8075 -0.4187
H -2.2177 3.7212 0.6731
H -0.4838 -0.6032 3.9550
H -1.0821 -2.3952 -4.4950
H 4.8996 3.8887 -1.7342
H 4.7413 -0.1835 -4.9060
H 4.5563 1.5403 -4.4376
H 0.8884 -2.3401 -2.8964
H 2.6489 -0.8262 -3.9623
H 4.2260 3.1661 -3.1848
H 1.1278 -0.8315 5.8155
H 6.1186 0.3194 -3.0322
H 5.7234 2.5129 -2.4558
H -1.4519 1.2134 -3.5820
H 2.0266 0.8239 -4.0359
H -0.9378 0.2824 1.6966
H 2.5363 -4.0786 0.2642
H -3.6391 1.4196 4.0258

18
Properties=species:S:1:pos:R:3 method="wB97M-V/def2-TZVPD" relative_energy_kj_mol=503.14 homo_ev=-9.450 smiles=C1C[C@@H]2OC[C@H]3[C@@H]1[C@H]32 gap_ev=10.61 e_tot_ev=-9463.3458 largest_force_ev_per_a=3.11 lumo_energy_ev=1.162
O 1.5301 -1.3259 0.1540
C -0.5934 1.1632 -0.0173
C 2.0839 -0.0523 -0.3681
C 0.1819 -0.8864 0.0871
C 0.1829 0.3598 0.9827
C 1.0631 1.1086 0.0059
C -1.6799 0.1140 -0.3966
C -1.2394 -1.2708 0.1603
H 0.1726 0.2417 2.0494
H -2.6313 0.4705 0.0537
H -1.4377 -2.1464 -0.4988
H 3.0296 0.1032 0.1538
H -1.0512 2.1918 0.0705
H 0.1061 -0.6150 -0.9018
H 1.5525 2.0964 0.2319
H -1.9198 0.1520 -1.4740
H 2.3366 -0.1555 -1.4101
H -1.6867 -1.5492 1.1174

10
Properties=species:S:1:pos:R:3 method="wB97M-V/def2-TZVPD" relative_energy_kj_mol=30.12 homo_ev=-8.453 smiles="CC(C)=S" gap_ev=8.44 e_tot_ev=-14042.5541 largest_force_ev_per_a=2.45 lumo_energy_ev=-0.013
S -1.3151 -0.1952 -0.0018
C 1.2780 -1.1227 0.0100
C 0.3239 0.0049 0.0779
C 0.7298 1.4595 -0.0308
H 1.9857 -1.0354 0.8974
H -0.2023 1.8936 -0.3974
H 1.8294 -1.1106 -0.9703
H 0.8512 -2.1255 -0.1120
H 1.5873 1.5798 -0.6645
H 1.0004 1.8718 0.9325

17
Properties=species:S:1:pos:R:3 method="wB97M-V/def2-TZVPD" charge=+1 relative_energy_kj_mol=188.29 homo_ev=-12.095 smiles="N/C=C/CC[NH3+]" gap_ev=8.68 e_tot_ev=-7298.9966 largest_force_ev_per_a=2.18 lumo_energy_ev=-3.418
N 1.1041 -1.1106 1.3865
N 0.2600 1.6025 -2.5134
C -0.2680 -0.0550 -0.8355
C -0.0510 1.2290 -1.2499
C -0.1886 -0.3669 1.6629
C -1.0709 -0.3374 0.3932
H -2.0169 0.1769 0.5755
H -0.2107 -0.7534 -1.6708
H 0.1690 0.5883 2.0443
H 1.0004 -2.1211 1.5251
H -0.1910 1.9452 -0.4386
H 1.2973 -1.0558 0.3731
H -0.7488 -0.8148 2.4849
H -1.4871 -1.3573 0.3476
H 1.8356 -0.7816 2.0166
H 0.7812 0.9221 -3.0413
H -0.2147 2.2897 -3.0603